1.
DFT (the ωB97M-V functional and the def2-TZVPD basis) results for a cluster of 5 separate species, C20H25N5 in total.

The calculation puts the calculated total energy at -28592.019 eV. Its SMILES is c1cc[nH]c1.c1cc[nH]c1.c1cc[nH]c1.c1cc[nH]c1.c1cc[nH]c1. The value obtained for the energy relative to the best compared isomer or geometry (same formula, charge and spin) is 441.5 kJ/mol.

Each line ends with the Mulliken charge.
CARTESIAN COORDINATES (ANGSTROEM)
C: 0.2603 -1.6515 -1.1317  -0.230
C: 0.2186 -1.7018 0.1923  -0.312
C: 0.3845 -0.3761 0.6105  -0.652
N: 0.3293 0.5210 -0.4119  -0.030
C: 0.3157 -0.3684 -1.5398  -0.622
H: 0.2935 -2.5010 -1.7978  0.388
H: -0.0043 -2.6149 0.7242  0.419
H: 0.4422 -0.0248 1.6301  0.410
H: 0.5112 1.5027 -0.2595  0.242
H: 0.3832 0.0743 -2.5225  0.389
C: -3.3830 -6.1700 1.8901  -0.306
C: -4.2072 -7.1542 2.3307  -0.546
C: -5.3194 -7.2809 1.4743  -0.406
N: -4.9778 -6.5700 0.4026  0.020
C: -3.8302 -5.9333 0.6013  -0.431
H: -2.5331 -5.7307 2.3913  0.377
H: -4.1216 -7.5668 3.3251  0.350
H: -6.2672 -7.7984 1.4925  0.374
H: -5.4614 -6.4598 -0.4772  0.204
H: -3.5147 -5.2086 -0.1346  0.365
C: -0.1147 6.0079 -3.0977  -0.264
C: 1.0292 5.6113 -3.6988  -0.441
C: 0.8930 5.8625 -5.0172  -0.515
N: -0.2389 6.5374 -5.1806  0.002
C: -0.9105 6.6242 -3.9983  -0.461
H: -0.3640 5.9907 -2.0470  0.371
H: 1.8238 5.1706 -3.1151  0.396
H: 1.5628 5.6780 -5.8442  0.357
H: -0.4958 6.9008 -6.0872  0.195
H: -1.8490 7.1432 -3.8709  0.360
C: 6.8747 0.9615 -3.8246  -0.470
C: 5.9780 1.8257 -3.1389  -0.290
C: 5.3035 1.0652 -2.1790  -0.490
N: 5.7325 -0.2045 -2.3954  -0.029
C: 6.6625 -0.2932 -3.3274  -0.443
H: 7.5350 1.2409 -4.6323  0.374
H: 5.7611 2.8748 -3.2763  0.381
H: 4.4118 1.3690 -1.6508  0.375
H: 5.2267 -0.9915 -2.0148  0.228
H: 7.2250 -1.1834 -3.5670  0.361
C: -2.9492 0.5846 5.3691  -0.432
C: -2.9405 1.4045 6.5489  -0.312
C: -1.7771 0.9918 7.2801  -0.537
N: -1.1174 0.0237 6.6491  0.002
C: -1.8933 -0.3278 5.5604  -0.480
H: -3.7432 0.6078 4.6374  0.377
H: -3.6702 2.1743 6.7521  0.379
H: -1.4505 1.2173 8.2845  0.353
H: -0.4185 -0.6058 7.0172  0.256
H: -1.6053 -1.2484 5.0747  0.396

2.
DFT (the ωB97M-V functional and the def2-TZVPD basis) results for a cluster of 7 separate species, C30H79N5O12 in total.

The calculation puts the calculated total energy at -64403.238 eV. Its SMILES is COC[C@H](C)N.COC[C@H](C)N.COCCNCCOC.COCCNCCOC.COCCNCCOC.OCCO.OCCO. The value obtained for the energy relative to the best compared isomer or geometry (same formula, charge and spin) is 295.9 kJ/mol.

Each line ends with the Mulliken charge.
CARTESIAN COORDINATES (ANGSTROEM)
C: 7.5770 19.8118 13.5612  -0.850
O: 8.7167 19.1575 13.0279  -0.273
C: 8.4522 17.8963 12.4404  -0.867
C: 9.8133 17.1673 12.3402  1.472
C: 10.8567 18.1620 11.7033  -1.665
N: 9.7931 16.0503 11.4752  -0.266
H: 7.1112 19.1434 14.2853  0.324
H: 6.8354 19.9691 12.7779  0.302
H: 7.8597 20.8118 13.8901  0.237
H: 7.7777 17.2291 12.9771  0.392
H: 7.9693 18.0706 11.4788  0.462
H: 10.1558 16.9264 13.3466  -0.669
H: 10.4871 18.9384 11.0334  0.321
H: 11.8147 17.7241 11.4230  0.309
H: 11.1717 18.7530 12.5633  0.447
H: 9.8233 16.4178 10.5349  0.307
H: 8.9271 15.5477 11.6074  0.187
C: 12.8657 9.0063 12.0951  -0.549
O: 12.9926 8.2181 13.2856  -0.473
C: 13.4420 9.0182 14.4495  -0.480
C: 13.3811 8.0494 15.6283  0.484
C: 13.6825 8.8636 16.9471  -1.202
N: 14.3064 6.9746 15.4239  -0.817
H: 12.0720 9.7533 12.0994  0.177
H: 12.8633 8.3068 11.2591  0.185
H: 13.7385 9.6478 11.9735  0.327
H: 14.4901 9.2822 14.3081  0.225
H: 13.0019 10.0113 14.5401  0.270
H: 12.3714 7.6918 15.8295  0.276
H: 13.9906 8.1998 17.7548  0.399
H: 12.7021 9.2417 17.2368  0.050
H: 14.4077 9.6694 16.8333  0.402
H: 15.2345 7.3717 15.4567  0.276
H: 14.0589 6.9373 14.4454  0.420
C: 16.6132 14.0523 11.2522  -0.864
O: 15.3817 14.0228 10.5779  -0.376
C: 14.3721 14.6893 11.2892  -0.286
C: 13.0476 14.6715 10.4626  -0.392
N: 12.6921 13.2811 10.2822  -0.077
C: 11.4435 13.0611 9.4432  -0.585
C: 11.2307 11.4886 9.3563  -0.698
O: 12.2266 10.8254 8.5533  -0.312
C: 11.8594 9.4902 8.1856  -0.720
H: 17.0124 15.0189 11.5594  0.317
H: 17.3496 13.5033 10.6654  0.311
H: 16.6244 13.4192 12.1395  0.315
H: 14.5779 15.7597 11.2827  0.586
H: 14.1878 14.3245 12.2996  0.349
H: 13.2232 15.1099 9.4803  0.725
H: 12.2165 15.2857 10.8092  -0.505
H: 13.4953 12.8177 9.8820  0.240
H: 11.4905 13.3878 8.4044  0.443
H: 10.5807 13.5344 9.9119  0.127
H: 10.2984 11.3070 8.8216  0.508
H: 10.9907 10.9851 10.2928  0.275
H: 11.8471 8.8410 9.0610  0.212
H: 12.5348 9.0278 7.4659  0.278
H: 10.8277 9.3820 7.8509  0.354
C: 9.1254 17.9735 16.6623  -0.277
O: 8.7512 16.6295 16.7228  -0.450
C: 9.7436 15.7809 17.3304  0.595
C: 9.2043 14.4026 17.6867  -0.710
N: 10.3375 13.6412 18.2311  1.098
C: 9.8921 12.2473 18.3646  -0.836
C: 11.1203 11.4280 18.5939  -0.589
O: 11.7207 11.7943 19.8157  -0.272
C: 12.7988 10.9587 20.1650  -0.977
H: 9.0712 18.4739 17.6291  0.347
H: 8.4898 18.4986 15.9494  -0.064
H: 10.1491 18.0830 16.3043  0.117
H: 10.1385 16.2768 18.2172  0.444
H: 10.5256 15.6749 16.5785  -0.297
H: 8.7858 13.9688 16.7785  -0.203
H: 8.3713 14.5095 18.3816  0.284
H: 10.5917 13.9923 19.1434  -0.434
H: 9.4735 11.8630 17.4344  0.349
H: 9.0939 12.2322 19.1067  0.392
H: 11.8101 11.5139 17.7543  0.233
H: 10.7630 10.4036 18.4877  0.591
H: 12.5460 9.8984 20.1575  0.385
H: 13.2334 11.1989 21.1354  0.287
H: 13.5977 11.1161 19.4403  0.362
C: 13.4161 17.5317 15.6112  -0.154
O: 13.6112 17.8419 16.9680  -0.449
C: 14.1281 16.7455 17.7219  -0.992
C: 13.1075 15.5826 17.8661  2.426
N: 13.6378 14.4591 18.5828  -0.361
C: 13.9173 14.6811 20.0043  -0.831
C: 12.8008 15.3875 20.7795  -0.689
O: 11.5315 14.7185 20.7212  -0.316
C: 10.4821 15.3232 21.3514  -0.953
H: 14.0497 18.0928 14.9242  0.399
H: 12.3557 17.7728 15.5364  -0.126
H: 13.6145 16.5050 15.3038  0.130
H: 14.2502 17.2156 18.6977  0.332
H: 15.1441 16.4617 17.4474  0.301
H: 12.8119 15.2815 16.8611  -1.281
H: 12.2677 15.9992 18.4222  -0.251
H: 12.9471 13.7233 18.5417  0.078
H: 14.9306 15.0776 20.0680  0.430
H: 13.9339 13.7110 20.5010  0.292
H: 12.6019 16.3840 20.3850  0.463
H: 13.0873 15.4851 21.8267  0.446
H: 10.7515 15.4678 22.3977  0.373
H: 9.5735 14.7503 21.1665  0.292
H: 10.2505 16.3219 20.9809  0.324
O: 12.0440 15.3080 13.3988  0.196
C: 11.3431 14.3449 14.1100  1.089
C: 11.2746 12.9735 13.4458  -0.410
O: 12.5316 12.4687 13.0603  -0.399
H: 11.5800 15.5989 12.6103  -0.644
H: 11.7641 14.1570 15.0977  -0.086
H: 10.3350 14.7551 14.1683  -0.613
H: 10.6557 13.0386 12.5510  -0.212
H: 10.7532 12.3490 14.1713  0.601
H: 12.8329 13.0548 12.3622  -0.050
O: 7.3397 14.7982 12.0125  -0.661
C: 7.3745 13.5979 12.8245  -0.321
C: 7.1372 13.8783 14.3223  0.181
O: 5.8180 14.2437 14.6567  -0.604
H: 6.4080 15.0257 11.9713  0.291
H: 6.6008 12.9584 12.3996  0.471
H: 8.3339 13.1024 12.6758  0.029
H: 7.7807 14.7037 14.6269  -0.150
H: 7.3991 13.0274 14.9511  0.312
H: 5.7832 14.9065 15.3503  0.357

3.
DFT (the ωB97M-V functional and the def2-TZVPD basis) results for an isolated molecule of C3H4BrNO2.

The calculation puts the calculated total energy at -78799.069 eV. Its SMILES is O=NOC/C=C/Br. The value obtained for the energy relative to the best compared isomer or geometry (same formula, charge and spin) is 352.5 kJ/mol.

Each line ends with the Mulliken charge.
CARTESIAN COORDINATES (ANGSTROEM)
O: -1.5262 -2.6125 -0.0018  -0.296
N: -1.4556 -1.5433 0.4737  0.159
O: -1.3268 -0.5493 -0.5357  -0.140
C: -0.9086 0.6344 0.0085  -0.195
C: 0.6250 0.8381 0.0079  -0.169
C: 1.4870 -0.1665 -0.1339  -0.376
Br: 3.3595 0.2577 0.0229  -0.183
H: -1.3258 0.9526 1.0718  0.275
H: -1.4267 1.4815 -0.7323  0.250
H: 1.0792 1.9007 0.0626  0.258
H: 1.4191 -1.1934 -0.2436  0.419

4.
DFT (the ωB97M-V functional and the def2-TZVPD basis) results for a structure of composition C22H18Cl2F6FeNO7P.

Its total charge is -1. The calculation puts the calculated total energy at -123964.195 eV. As for the multiplicity: 6. The value obtained for the energy relative to the best compared isomer or geometry (same formula, charge and spin) is 258.6 kJ/mol.

Each line ends with the Löwdin spin population.
CARTESIAN COORDINATES (ANGSTROEM)
Fe: -0.9030 0.7384 0.7492  4.248
O: -4.4222 2.9680 1.2973  0.032
C: -3.6553 2.0338 1.4050  0.015
O: -2.7764 1.6512 0.5782  0.189
C: -3.8326 1.0974 2.6662  0.007
C: -3.7213 -0.3739 2.2242  0.000
C: -4.3164 -1.2573 3.3343  0.002
C: -3.1872 -1.2127 4.3805  0.002
C: -2.1805 -0.2808 3.6832  0.000
O: -2.3303 -0.6274 2.3149  0.034
C: -2.7209 1.1595 3.7281  0.006
C: -1.5685 2.1926 3.3818  0.015
O: -1.6372 3.2773 3.9212  0.036
O: -0.6900 1.7304 2.6094  0.196
H: -4.8064 1.3565 3.0836  0.001
H: -4.0780 -0.5822 1.2177  0.000
H: -4.4813 -2.2677 2.9659  0.000
H: -5.2591 -0.8549 3.7025  0.000
H: -2.7391 -2.1963 4.5135  0.000
H: -3.5017 -0.8256 5.3504  0.000
H: -1.1411 -0.3945 3.9840  0.000
H: -3.1016 1.4535 4.7074  0.001
Cl: -0.8350 0.0527 -2.0113  0.019
C: 0.2307 -1.1567 -2.6701  0.001
C: -0.3036 -2.2735 -3.2863  0.002
C: 0.5350 -3.2200 -3.8489  0.000
C: 1.9084 -3.0639 -3.7825  0.002
C: 2.4387 -1.9541 -3.1527  0.000
Cl: 4.1528 -1.8122 -3.0084  0.000
C: 1.6203 -0.9675 -2.5870  0.002
N: 2.1502 0.1125 -1.9106  0.004
C: 3.0005 1.0607 -2.4335  0.001
C: 3.3352 1.0926 -3.7898  0.000
C: 4.0793 2.1349 -4.3025  0.001
C: 4.5033 3.1668 -3.4760  0.000
C: 4.2142 3.1238 -2.1254  0.001
C: 3.4926 2.0709 -1.5766  0.001
C: 3.1905 2.0486 -0.1218  0.009
C: 1.7228 2.6193 0.0485  0.010
O: 1.5833 3.8069 0.2106  0.017
O: 0.8443 1.7133 -0.0794  0.111
H: -1.3732 -2.4005 -3.3128  0.000
H: 0.1186 -4.0912 -4.3294  0.000
H: 2.5730 -3.8060 -4.1966  0.000
H: 1.5860 0.4516 -1.1263  0.000
H: 2.9730 0.3162 -4.4469  0.000
H: 4.3099 2.1571 -5.3581  0.000
H: 5.0473 4.0065 -3.8828  0.000
H: 4.5473 3.9133 -1.4684  0.000
H: 3.8581 2.7033 0.4334  0.001
H: 3.2159 1.0423 0.2935  0.000
F: -0.5269 -1.4782 0.4926  0.031
P: -0.2319 -3.1445 0.8017  0.001
F: 1.2184 -2.9080 0.1296  0.001
F: -1.7043 -3.2604 1.4308  0.001
F: -0.8522 -3.4571 -0.6587  0.001
F: 0.0729 -4.6895 1.0716  0.000
F: 0.3530 -2.6970 2.2339  0.000

5.
DFT (the ωB97M-V functional and the def2-TZVPD basis) results for a cluster of 2 separate species, C5H10N in total.

Its total charge is +1. The calculation puts the calculated total energy at -6824.427 eV. The value obtained for the energy relative to the best compared isomer or geometry (same formula, charge and spin) is 557.2 kJ/mol.

Each line ends with the Mulliken charge.
CARTESIAN COORDINATES (ANGSTROEM)
C: -2.4128 1.5149 -0.9306  0.109
C: -1.4232 1.1068 -0.3734  -0.449
C: 0.6684 -0.2263 -1.9919  -0.759
C: 1.1453 -0.8173 1.6051  -0.820
C: -0.2287 0.5298 0.1070  -0.706
N: -0.1829 -0.5936 1.0992  -0.085
H: -3.3297 2.0098 -1.2123  0.452
H: 1.6647 0.2160 -1.7824  0.325
H: 0.3561 -1.1364 -1.8610  0.417
H: 0.2076 0.2536 -2.8772  0.313
H: 1.4279 0.0880 2.1344  0.358
H: 1.2823 -1.6641 2.4015  0.313
H: 1.7810 -0.9172 0.7582  0.361
H: 0.3615 1.3477 0.4092  0.325
H: -0.4932 -1.5749 0.7137  0.431
H: -0.8240 -0.1369 1.8004  0.416

6.
DFT (the ωB97M-V functional and the def2-TZVPD basis) results for a structure of composition C19H36F4KN2O7Si.

Its total charge is +1. The calculation puts the calculated total energy at -72665.322 eV.

Each line ends with the Mulliken charge.
CARTESIAN COORDINATES (ANGSTROEM)
C: -3.7967 1.1799 5.4054  -1.263
C: -2.5956 0.8813 4.5013  0.026
N: -2.0385 2.1150 3.9360  -0.415
C: -0.8982 1.8598 3.0571  0.716
C: -0.1119 3.1547 2.8625  -1.254
O: -1.4491 1.3922 1.8388  -0.568
C: -0.6369 0.4640 1.1199  -0.961
C: -1.1627 -0.9296 1.4602  -1.137
C: -0.2288 -2.0934 1.0867  0.420
O: -0.9059 -3.2959 0.7630  -0.482
C: -1.4460 -3.2918 -0.5197  -0.339
C: -1.2151 -4.6198 -1.2137  0.751
F: -1.3964 -4.4439 -2.5598  -0.302
F: -2.0385 -5.5918 -0.8229  -0.257
F: 0.0515 -5.0524 -1.0545  -0.246
C: -0.7271 0.9256 -0.3632  2.910
C: 0.3159 0.2026 -1.2487  -0.965
C: 1.7511 0.2614 -0.7818  -1.003
O: 2.5790 -0.0884 -1.8994  -0.332
Si: 3.6110 -1.3732 -1.7667  0.279
C: 2.8584 -2.8657 -0.9142  -0.649
C: 5.2534 -0.9996 -0.9893  -1.089
C: 3.9495 -1.8930 -3.5558  -1.289
C: -2.1077 0.6288 -0.9181  -2.254
O: -2.1183 0.7140 -2.3491  -0.189
N: -3.4523 1.0255 -2.7862  0.002
O: -3.6767 0.5386 -3.8107  -0.283
O: -0.3631 2.2974 -0.3265  -0.322
C: -0.9318 3.2453 -1.1967  -0.607
C: -0.3509 3.2655 -2.6079  -0.417
C: 1.1155 3.5342 -2.5576  0.536
O: 1.6680 4.3276 -1.8883  -0.486
F: 1.8089 2.7540 -3.3988  -0.245
H: -4.6530 0.5825 5.1077  0.335
H: -4.0763 2.2249 5.3164  0.340
H: -3.5724 0.9447 6.4414  0.297
H: -1.8360 0.3054 5.0407  0.339
H: -2.9405 0.2852 3.6597  0.053
H: -1.6604 2.6538 4.7091  0.278
H: -0.2751 1.0879 3.5334  0.275
H: -0.5712 3.9593 3.4322  0.504
H: -0.1307 3.4592 1.8233  0.020
H: 0.9118 3.0653 3.2178  0.292
H: 0.3882 0.5679 1.4790  0.996
H: -2.1787 -1.1007 1.1201  0.500
H: -1.2392 -0.9593 2.5457  0.260
H: 0.4624 -1.8260 0.2914  -0.762
H: 0.3818 -2.3362 1.9528  0.534
H: -0.9751 -2.5489 -1.1668  0.038
H: -2.5220 -3.0979 -0.5329  0.351
H: -0.0192 -0.8295 -1.3610  -0.711
H: 0.2988 0.6245 -2.2491  1.038
H: 2.0057 1.2703 -0.4619  0.505
H: 1.9313 -0.3926 0.0738  0.400
H: 3.5401 -3.6992 -1.0887  0.494
H: 1.8865 -3.1814 -1.2963  -0.062
H: 2.8079 -2.7366 0.1639  0.297
H: 5.7071 -0.1451 -1.4882  0.345
H: 5.9118 -1.8454 -1.1876  0.351
H: 5.2024 -0.8217 0.0804  0.346
H: 4.6419 -1.2246 -4.0586  0.341
H: 4.3708 -2.8986 -3.5837  0.452
H: 3.0371 -1.9496 -4.1391  0.235
H: -2.8385 1.3158 -0.4885  0.523
H: -2.4363 -0.3719 -0.6608  0.991
H: -0.6747 4.2097 -0.7618  0.546
H: -2.0207 3.2385 -1.2285  0.298
H: -0.6010 2.3883 -3.1907  0.175
H: -0.8092 4.1194 -3.1101  0.514
K: 1.2306 -2.5659 -4.4356  0.986